Entry 1:
{
  "formula": "C35H57BrN7S",
  "method": "ωB97M-V with the def2-TZVPD basis set",
  "elements": ["C", "S", "Br", "C", "C", "C", "C", "C", "C", "H", "H", "H", "H", "H", "H", "H", "H", "C", "C", "C", "C", "N", "H", "H", "H", "H", "H", "H", "H", "C", "C", "C", "C", "N", "H", "H", "H", "H", "H", "H", "H", "C", "C", "C", "C", "N", "H", "H", "H", "H", "H", "H", "H", "C", "C", "C", "C", "N", "H", "H", "H", "H", "H", "H", "H", "C", "C", "C", "C", "N", "H", "H", "H", "H", "H", "H", "H", "C", "C", "C", "C", "N", "H", "H", "H", "H", "H", "H", "H", "C", "C", "C", "C", "N", "H", "H", "H", "H", "H", "H", "H"],
  "xyz": [[-0.18885, -2.30363, 4.47081], [-1.69145, -1.23146, 4.85063], [-1.53037, 0.60135, 3.59022], [-3.11344, -2.30574, 4.28000], [-3.91869, -3.10723, 5.33937], [-5.05195, -4.01407, 4.81456], [-5.30826, -4.04853, 3.29035], [-4.50592, -3.25302, 2.23718], [-3.36472, -2.34042, 2.75274], [0.76980, -1.69706, 4.38300], [-0.13236, -3.04707, 5.35323], [-0.41364, -2.92085, 3.52921], [-3.64277, -2.99271, 6.44226], [-5.62912, -4.62710, 5.59002], [-6.14702, -4.71616, 2.91760], [-4.67117, -3.29998, 1.10771], [-2.70450, -1.69484, 2.06659], [4.04582, -1.42998, 0.65167], [3.14048, -0.59137, 1.54791], [3.58184, -0.59793, 3.01371], [3.55165, -2.00136, 3.54985], [3.51969, -3.10361, 3.97185], [4.03359, -2.48218, 0.93779], [3.71052, -1.37260, -0.38451], [5.07961, -1.07304, 0.69565], [2.11419, -0.96769, 1.46812], [3.13399, 0.43918, 1.18189], [2.91187, 0.02626, 3.61157], [4.59461, -0.19834, 3.11225], [-0.79867, 5.83263, 0.14318], [-1.56621, 5.05854, 1.21030], [-0.65636, 4.19149, 2.08411], [0.05540, 3.18064, 1.22991], [0.61518, 2.39029, 0.55565], [-0.29769, 5.16284, -0.55961], [-1.48002, 6.45693, -0.43575], [-0.04428, 6.48228, 0.59709], [-2.31870, 4.43119, 0.72137], [-2.10341, 5.76719, 1.84737], [-1.24836, 3.66788, 2.84022], [0.08310, 4.80922, 2.60076], [0.50371, -6.34713, -0.47939], [0.85931, -5.70335, 0.85660], [1.06037, -4.18953, 0.75318], [2.18542, -3.88595, -0.19263], [3.07158, -3.64747, -0.93275], [1.30560, -6.22474, -1.21161], [0.34173, -7.41992, -0.35249], [-0.41072, -5.91150, -0.89381], [1.76870, -6.17198, 1.24532], [0.05940, -5.90888, 1.57461], [1.29985, -3.77391, 1.73646], [0.14863, -3.70443, 0.39219], [-3.24051, 7.82593, -4.53999], [-3.22641, 8.68208, -3.27771], [-1.82962, 9.19861, -2.92400], [-0.90352, 8.04211, -2.68055], [-0.17766, 7.13226, -2.48933], [-2.63470, 6.92377, -4.42210], [-4.25913, 7.50448, -4.76932], [-2.85938, 8.38695, -5.39844], [-3.62566, 8.09335, -2.44538], [-3.89656, 9.53487, -3.41884], [-1.87363, 9.81565, -2.02294], [-1.42989, 9.81229, -3.73567], [1.35704, 2.41967, -2.48772], [1.20890, 1.14528, -3.31222], [0.98683, 1.42224, -4.80097], [-0.27327, 2.21707, -4.98890], [-1.26362, 2.84085, -5.13656], [0.45102, 3.03039, -2.52279], [1.54146, 2.17488, -1.44234], [2.19458, 3.02461, -2.84890], [0.37223, 0.56098, -2.91522], [2.11067, 0.53753, -3.19283], [0.90016, 0.48125, -5.35028], [1.82871, 1.98145, -5.21775], [5.75010, -4.89792, 5.96487], [4.99984, -5.69196, 7.02900], [5.92333, -6.56265, 7.88427], [6.63621, -7.55793, 7.01517], [7.19609, -8.33854, 6.33146], [6.25004, -5.55558, 5.24921], [5.05644, -4.27106, 5.39916], [6.50361, -4.24754, 6.41989], [4.24816, -6.31932, 6.53909], [4.46283, -4.99533, 7.67981], [5.34233, -7.09973, 8.63824], [6.66235, -5.94557, 8.40224], [-3.35308, 1.80785, -7.29474], [-3.50107, 0.53412, -8.12068], [-3.72181, 0.81186, -9.60949], [-4.98113, 1.60706, -9.79970], [-5.97036, 2.23129, -9.94909], [-4.25913, 2.41842, -7.33025], [-3.16919, 1.56204, -6.24737], [-2.51577, 2.41288, -7.65376], [-4.33804, -0.05020, -7.72480], [-2.59936, -0.07395, -8.00110], [-3.80814, -0.12892, -10.15905], [-2.87924, 1.37098, -10.02512]],
  "total_charge": 1,
  "orbital_gap_ev": 6.627,
  "e_lumo_ev": -5.7,
  "e_homo_ha": -0.452,
  "mol_weight_g_mol": 687.86
}

---

Entry 2:
{
  "formula": "CH4OS",
  "method": "ωB97M-V with the def2-TZVPD basis set",
  "elements": ["C", "O", "S", "H", "H", "H", "H"],
  "xyz": [[-0.70360, 0.51977, 0.04621], [-0.88376, 0.23827, 1.35583], [1.58160, -0.91181, -1.43955], [-1.26353, 0.00567, -0.79618], [0.36422, 0.88856, -0.14551], [-1.53572, -0.41460, 1.62865], [2.44080, -0.32585, -0.64945]],
  "e_above_lowest_kcal_mol": 63.3,
  "total_charge": 0,
  "orbital_gap_ev": [9.114, 6.254],
  "e_lumo_ev": [0.0, -1.8],
  "e_homo_ha": [-0.334, -0.297],
  "mol_weight_g_mol": 64.11
}

---

| no. | electronic energy (hartree) |
| --- | --- |
| 1 | -4722.82884 |
| 2 | -513.79383 |